No. 1
The following is a DFT calculation (ωB97M-V/def2-TZVPD) of the molecule C6H13O4PS in a non-equilibrium geometry.

Structure (XYZ):
```
25
Properties=species:S:1:pos:R:3:forces:R:3:nbo_charge:R:1
C 0.0710 -1.4253 2.0521 -0.1 0.3 -0.5 -0.65
C -1.0685 -1.9330 2.5402 1.7 0.3 -0.1 -0.40
C 2.7242 2.5081 0.7893 -0.9 0.8 2.7 -0.63
C -1.4256 -1.5988 -1.7061 2.1 1.7 -2.1 -0.66
C 1.3186 1.9394 0.4697 1.4 1.7 -2.1 -0.08
C -1.8509 -0.2750 -1.0606 -1.2 -1.6 -0.8 -0.06
O 1.2673 -1.1053 -0.3815 -0.6 0.5 0.6 -1.02
O 3.4870 -0.3045 -1.1566 0.4 -0.1 -0.2 -0.91
O 0.9612 0.8738 1.2607 -0.4 -2.2 0.5 -0.79
O -0.7798 0.3328 -0.4433 2.0 0.6 1.9 -0.79
P 0.2034 -0.3860 0.6470 1.0 -0.7 0.9 2.18
S 2.9393 -1.2573 -0.2140 -1.5 -1.3 -0.6 1.39
H 2.6918 -2.5314 -0.8986 0.8 1.3 0.6 0.01
H -1.1771 -2.5229 3.4432 0.4 0.0 0.0 0.20
H -1.9185 -1.7613 1.9822 -2.3 0.1 -0.7 0.16
H 2.8314 3.5041 0.2758 -0.1 -0.8 1.0 0.22
H 2.9364 2.4721 1.9726 -0.9 0.9 -2.5 0.21
H 3.5459 1.9351 0.4849 0.8 -1.3 -1.1 0.22
H -0.4693 -1.4033 -2.3777 -1.4 -0.5 1.9 0.22
H -1.2890 -2.3343 -0.9327 0.4 -0.5 0.0 0.22
H -2.0432 -1.9553 -2.5017 -1.2 -0.3 0.0 0.23
H 1.2882 1.6933 -0.6259 0.0 0.1 0.9 0.19
H 0.5621 2.6795 0.6475 -0.2 0.8 -0.1 0.18
H -2.6550 -0.5088 -0.3640 -0.1 0.2 0.4 0.17
H -2.2383 0.4860 -1.7185 -0.1 -0.1 -0.6 0.19
```
Positions in Å, forces in eV/Å.

Calculated values
**Energy relative to the best compared isomer or geometry (same formula, charge and spin)**: 3.700 eV
**Spin multiplicity**: 1
**LUMO**: 0.55 eV
**Total energy**: -1276.7946 Ha
**HOMO energy**: -7.93 eV

No. 2
The following is a DFT calculation (ωB97M-V/def2-TZVPD) of a 2-piece molecular cluster, C5H8O2 overall.

Structure (XYZ):
```
15
Properties=species:S:1:pos:R:3:forces:R:3:nbo_charge:R:1
O -2.4582 -0.3083 -0.0682 -0.2 0.1 -0.1 -0.70
C -1.3806 0.2991 0.5875 0.0 0.1 0.3 0.10
C -0.4137 -0.7547 1.1460 -0.1 -0.1 0.2 -0.45
C 0.5108 -0.2918 0.0254 -0.1 0.0 -0.1 0.01
C -0.2659 0.7142 -0.4328 0.1 0.0 0.1 -0.11
C 0.2931 -0.2776 -1.4330 0.1 -0.2 -0.3 -0.42
H -2.8099 0.3343 -0.6996 0.0 -0.1 0.1 0.48
H -1.6944 1.1049 1.2617 0.1 -0.1 -0.1 0.18
H -0.0154 -0.5751 2.1453 -0.1 0.0 -0.1 0.23
H -0.7652 -1.7855 1.0557 0.1 0.1 0.0 0.24
H 1.0942 0.1056 -2.0587 -0.2 0.0 0.1 0.23
H -0.3450 -1.0247 -1.9128 0.1 0.1 0.1 0.21
O 3.1612 0.9418 0.2979 0.0 0.0 -0.1 -0.94
H 3.0556 0.1216 -0.1999 0.0 0.1 0.1 0.47
H 2.2699 1.3123 0.3032 0.1 0.0 0.0 0.47
```
Positions in Å, forces in eV/Å.

Calculated values
**Energy relative to the best compared isomer or geometry (same formula, charge and spin)**: 5.457 eV
**Spin multiplicity**: 1
**LUMO**: 0.11 eV
**SMILES string**: O[C@H]1CC2=C1C2.O
**Total energy**: -345.6044 Ha
**HOMO energy**: -9.20 eV

No. 3
The following is a DFT calculation (ωB97M-V/def2-TZVPD) of a 5-piece molecular cluster, C7H8Cl16N2O7PS2 overall in a non-equilibrium geometry.

Structure (XYZ):
```
43
Properties=species:S:1:pos:R:3:forces:R:3:nbo_charge:R:1
N 3.1670 -2.4664 1.5555 -0.6 4.7 -3.6 -0.62
C 2.9352 -1.2935 0.8427 0.4 -3.1 1.9 0.13
C 2.0089 -0.1101 1.4970 1.1 -1.4 1.8 -0.71
S 0.6671 0.5702 0.3826 -1.3 4.5 -4.8 2.04
O 0.4333 -0.2205 -0.9263 0.8 0.6 4.3 -0.94
O 1.1503 2.0059 -0.0590 -0.8 -4.6 2.4 -0.95
N -0.7541 0.8169 1.3652 0.1 -2.6 -2.5 -1.02
S -2.1982 0.1666 0.6297 -3.8 5.4 0.2 2.05
O -2.6463 0.9360 -0.6701 2.3 -3.6 3.6 -0.90
O -3.3637 0.4181 1.6618 4.2 -1.8 -2.6 -0.94
C -2.1702 -1.6795 0.3160 -0.6 -2.1 -0.8 -1.02
P -1.9420 -2.7475 1.8994 1.9 0.8 3.5 2.19
O -0.8874 -2.1444 2.9208 -3.7 -2.5 -3.5 -1.05
O -1.4907 -4.3703 1.3511 -0.5 2.6 1.4 -0.99
O -3.5621 -2.9125 2.5973 3.1 0.3 -0.5 -0.98
H 3.7832 -3.0674 0.9454 -0.7 0.8 0.7 0.33
H 3.4223 -1.1716 -0.2152 -1.2 0.1 2.0 0.19
H 1.5174 -0.5670 2.4833 0.8 0.9 -2.4 0.30
H 2.6658 0.8079 1.8528 -1.4 -1.8 -1.1 0.27
H -3.2361 -1.9675 -0.1305 2.7 1.5 1.3 0.27
H -1.3753 -2.0460 -0.4607 -1.3 1.1 1.5 0.31
H -0.8235 -4.7806 1.9760 -1.1 1.1 -0.8 0.51
H -3.5604 -2.5741 3.5411 0.4 -0.3 -1.6 0.52
C 4.6379 3.9754 -0.2875 -0.4 -0.1 0.0 -0.20
Cl 3.3767 5.0561 0.3574 0.4 -0.3 -0.2 0.07
Cl 4.1789 3.4362 -1.9225 0.2 0.1 0.5 0.06
Cl 6.1879 4.8508 -0.3641 -0.3 -0.2 0.0 0.02
Cl 4.8081 2.5584 0.7791 0.0 0.3 -0.3 0.05
C -5.2621 -3.1711 -2.6125 -0.1 0.2 -0.1 -0.21
Cl -4.3458 -3.2885 -1.0890 -0.8 -0.9 -1.1 0.08
Cl -4.4941 -4.1995 -3.8483 -0.1 0.2 0.3 0.04
Cl -6.9364 -3.7172 -2.3421 0.4 0.1 -0.1 0.04
Cl -5.2722 -1.4791 -3.1706 0.0 -0.5 0.2 0.07
C -7.7364 -1.2908 0.6768 0.6 0.1 -0.1 -0.21
Cl -8.0296 -3.0369 0.8758 -0.1 0.3 0.1 0.03
Cl -8.4466 -0.4087 2.0524 0.1 -0.2 -0.3 0.04
Cl -5.9819 -0.9862 0.6180 -0.8 0.2 0.3 0.10
Cl -8.4875 -0.7314 -0.8389 0.1 -0.1 0.3 0.03
C 9.6125 6.1660 -2.8480 -0.1 -0.1 0.0 -0.21
Cl 9.6169 7.8319 -3.4798 0.0 -0.4 0.1 0.05
Cl 11.2704 5.5141 -2.8804 -0.4 0.2 0.0 0.05
Cl 9.0078 6.1682 -1.1720 0.3 0.1 -0.4 0.06
Cl 8.5550 5.1499 -3.8596 0.3 0.3 0.3 0.06
```
Positions in Å, forces in eV/Å.

Calculated values
**Spin multiplicity**: 1
**LUMO**: 1.31 eV
**Total charge**: -1
**Total energy**: -9408.4092 Ha
**HOMO energy**: -5.99 eV

No. 4
The following is a DFT calculation (ωB97M-V/def2-TZVPD) of the molecule C18H32N2O6.

Structure (XYZ):
```
58
Properties=species:S:1:pos:R:3:forces:R:3:nbo_charge:R:1
C 8.4170 -5.1989 0.8212 -0.1 0.0 0.0 -0.63
C 8.9363 -4.2490 -0.2290 0.2 -0.1 0.2 -0.07
O 7.8016 -3.7109 -0.9295 -0.1 0.0 0.0 -0.52
C 8.0796 -2.8289 -1.8945 0.1 0.1 -0.2 0.79
O 9.1912 -2.4920 -2.2015 0.0 0.0 0.0 -0.58
C 6.8466 -2.3154 -2.6037 0.0 0.0 0.0 -0.33
N 5.6108 -2.6553 -1.9501 0.0 -0.1 0.0 -0.61
C 4.5713 -1.7897 -1.8652 -0.1 0.2 0.0 0.69
O 4.6172 -0.6715 -2.3570 0.1 0.0 0.0 -0.66
C 3.3544 -2.2991 -1.1170 0.1 -0.2 0.0 -0.29
C 2.1695 -2.5506 -2.0599 -0.2 -0.1 0.0 -0.39
C 1.7318 -1.4457 -3.0242 0.1 0.0 -0.2 -0.42
C 1.6277 -0.0298 -2.4537 -0.3 0.3 -0.1 -0.22
N 1.3444 0.0280 -1.0237 0.0 -0.2 -0.1 -0.45
C 0.1427 -0.3047 -0.4821 0.0 0.2 0.1 0.67
O 0.0037 -0.5599 0.7037 0.0 0.0 0.1 -0.64
C -1.0904 -0.2356 -1.3825 0.1 -0.4 -0.1 -0.02
O -2.0900 -1.1067 -0.9212 -0.2 0.2 0.0 -0.70
C -1.5190 1.2311 -1.5389 -0.1 0.2 -0.1 0.11
O -2.7562 1.3472 -2.2128 0.0 0.0 0.1 -0.54
C -2.7735 0.8124 -3.5125 0.0 -0.1 -0.1 -0.25
C -1.6184 2.0541 -0.2562 0.0 0.2 0.2 -0.24
C -2.7009 1.5953 0.7177 -0.1 -0.1 0.0 -0.62
C -1.8283 3.5213 -0.6216 0.0 0.1 0.0 -0.60
C 2.5128 -0.0198 -0.1565 0.0 0.3 0.3 -0.22
C 3.0277 -1.4266 0.1000 0.0 0.0 0.1 -0.39
H 9.2518 -5.6270 1.3754 0.0 0.0 0.0 0.22
H 7.7668 -4.6823 1.5273 0.0 0.0 0.0 0.21
H 7.8545 -6.0149 0.3670 0.0 0.0 0.0 0.21
H 9.5017 -3.4300 0.2156 0.0 0.0 -0.1 0.19
H 9.5905 -4.7541 -0.9401 0.0 0.0 -0.1 0.19
H 6.9321 -1.2336 -2.6731 -0.1 0.0 0.0 0.26
H 6.8806 -2.7030 -3.6266 0.1 0.0 0.0 0.22
H 5.5413 -3.5588 -1.5162 0.0 0.0 0.0 0.41
H 3.6067 -3.2817 -0.7000 0.0 0.0 0.0 0.21
H 2.3956 -3.4364 -2.6605 0.0 0.0 0.0 0.21
H 1.3211 -2.8441 -1.4325 0.0 0.1 0.0 0.22
H 2.4098 -1.4090 -3.8803 0.0 0.0 0.0 0.22
H 0.7591 -1.7435 -3.4261 0.0 -0.1 0.0 0.21
H 2.5542 0.5124 -2.6130 0.1 -0.1 0.1 0.24
H 0.8671 0.5264 -3.0094 0.0 -0.1 0.1 0.20
H -0.8419 -0.6222 -2.3706 0.0 0.0 0.0 0.19
H -2.4431 -0.7557 -0.0966 0.1 -0.1 0.1 0.48
H -0.7321 1.7120 -2.1478 -0.1 -0.1 0.0 0.17
H -3.6993 1.1378 -3.9830 0.0 0.0 0.0 0.20
H -1.9284 1.1841 -4.1087 0.0 0.0 0.0 0.16
H -2.7585 -0.2820 -3.5081 0.0 0.0 0.0 0.18
H -0.6542 1.9745 0.2560 0.0 0.0 -0.1 0.21
H -3.6668 1.5029 0.2194 0.0 0.0 0.0 0.22
H -2.4555 0.6461 1.1988 0.1 0.0 0.0 0.21
H -2.8050 2.3227 1.5238 0.0 0.0 0.0 0.21
H -2.7869 3.6667 -1.1209 0.0 0.0 0.0 0.22
H -1.8147 4.1433 0.2745 0.0 0.0 0.0 0.21
H -1.0427 3.8808 -1.2904 0.0 0.0 0.0 0.20
H 3.2781 0.6158 -0.5980 0.0 -0.1 -0.1 0.22
H 2.2422 0.4205 0.8050 -0.1 -0.1 -0.1 0.23
H 2.2744 -1.9532 0.6905 0.0 0.0 0.0 0.23
H 3.9166 -1.3533 0.7353 0.0 0.0 0.0 0.21
```
Positions in Å, forces in eV/Å.

Calculated values
**Energy relative to the best compared isomer or geometry (same formula, charge and spin)**: 0.149 eV
**Spin multiplicity**: 1
**LUMO**: 0.47 eV
**SMILES string**: CCOC(=O)CNC(=O)[C@@H]1CCCN(C(=O)[C@@H](O)[C@@H](OC)C(C)C)CC1
**Total energy**: -1266.0717 Ha
**HOMO energy**: -9.21 eV

No. 5
The following is a DFT calculation (ωB97M-V/def2-TZVPD) of C38H45N2OPSiV as an isolated structure in a non-equilibrium geometry.

Structure (XYZ):
```
89
Properties=species:S:1:pos:R:3:forces:R:3:mulliken_spin:R:1
V -0.6922 1.2796 0.0270 0.3 1.8 0.0 1.06
C -2.3227 2.4841 1.7863 -0.2 -0.4 0.1 0.03
C -1.8998 1.7586 3.0696 0.3 0.1 -0.1 -0.02
C -0.9391 2.6421 3.8736 -0.1 -0.1 0.0 0.00
C -1.3946 0.3466 2.7329 -0.1 -0.1 0.5 0.06
C -0.6386 -0.4069 3.8342 0.1 0.2 -0.1 0.00
O 0.0640 -1.4172 3.1268 -0.1 0.0 -0.1 0.00
C 0.5322 -0.8234 1.9401 0.5 0.2 0.2 -0.06
N -0.4533 0.2594 1.5967 -0.8 -1.5 0.7 -0.08
C 0.8747 -1.8718 0.9138 0.0 -0.2 0.0 0.04
C 1.1107 -3.1640 1.3809 0.0 0.1 0.1 0.00
C 1.6787 -4.1292 0.5681 0.0 0.0 0.0 0.00
C 2.0341 -3.8114 -0.7324 0.0 -0.1 0.0 0.00
C 1.7655 -2.5438 -1.2183 0.0 0.1 0.1 0.00
C 1.1751 -1.5615 -0.4231 -0.1 -0.1 0.0 -0.01
P 0.7799 0.0625 -1.2072 0.8 -0.8 -0.5 -0.03
C 2.4496 0.7301 -1.6053 -0.1 0.2 0.1 0.00
C 2.9058 1.8072 -0.8472 -0.1 0.0 -0.1 0.02
C 4.1505 2.3692 -1.0938 0.0 0.1 0.0 0.00
C 4.9569 1.8566 -2.0971 0.0 0.0 0.0 0.00
C 4.5074 0.7879 -2.8614 0.0 -0.1 0.0 0.00
C 3.2606 0.2318 -2.6246 0.0 0.0 0.1 0.00
C 0.1824 -0.4461 -2.8629 0.1 0.0 -0.1 0.01
C 0.2595 0.4854 -3.8994 0.0 -0.1 0.1 0.00
C -0.3116 0.2217 -5.1329 0.0 0.0 0.0 0.00
C -0.9819 -0.9740 -5.3462 0.0 0.0 0.0 0.00
C -1.0873 -1.8944 -4.3157 -0.1 -0.1 0.0 0.00
C -0.5144 -1.6314 -3.0804 0.0 0.1 0.0 0.01
H -2.7902 3.4382 2.0244 0.0 0.1 -0.1 0.00
H -3.0397 1.8939 1.2100 0.0 0.1 -0.1 -0.03
H -1.4262 2.7240 1.1784 -0.2 0.3 0.3 0.01
H -2.7964 1.6137 3.6796 -0.1 0.0 -0.1 0.00
H -0.0244 2.8263 3.3133 0.0 0.0 0.0 0.00
H -0.6745 2.1954 4.8319 0.0 0.0 0.0 0.00
H -1.4211 3.5987 4.0853 0.0 0.0 0.0 0.00
H -2.2656 -0.2590 2.4589 0.0 0.0 -0.1 -0.01
H -1.2920 -0.8854 4.5605 0.0 0.0 0.0 0.00
H 0.0686 0.2509 4.3453 0.0 0.0 0.0 0.00
H 0.8555 -3.3960 2.4052 0.0 0.0 0.0 0.00
H 1.8551 -5.1247 0.9555 0.0 0.0 0.0 0.00
H 2.5145 -4.5466 -1.3653 0.0 0.0 0.0 0.00
H 2.0109 -2.3090 -2.2448 0.0 0.0 0.0 0.00
H 2.2742 2.1920 -0.0542 0.1 0.0 0.0 0.00
H 4.4909 3.2081 -0.4990 0.0 0.0 0.0 0.00
H 5.9315 2.2879 -2.2870 0.0 0.0 0.0 0.00
H 5.1293 0.3881 -3.6527 0.0 0.0 0.0 0.00
H 2.9176 -0.5788 -3.2533 0.0 0.0 0.0 0.00
H 0.7672 1.4282 -3.7349 0.0 0.0 0.0 -0.01
H -0.2421 0.9531 -5.9283 0.0 0.0 0.0 0.00
H -1.4286 -1.1847 -6.3094 0.0 0.0 0.0 0.00
H -1.6256 -2.8212 -4.4723 0.0 0.0 0.0 0.00
H -0.6085 -2.3524 -2.2777 0.0 0.0 0.0 0.00
C 4.5099 -0.6122 1.2951 -0.2 0.2 0.1 0.00
Si 3.3517 0.1193 2.5977 0.3 0.1 0.0 0.00
C 3.9134 1.8374 3.1475 0.0 -0.3 -0.1 0.00
C 3.3778 -1.0873 4.0531 -0.1 0.2 -0.2 0.00
C 1.6016 0.2663 2.0060 -0.3 0.0 0.7 0.01
C 0.7236 1.2259 1.5717 1.0 0.0 -0.4 -0.02
H 5.4822 -0.8392 1.7400 0.0 0.0 0.0 0.00
H 4.6698 0.0676 0.4564 0.0 0.0 0.0 0.00
H 4.0927 -1.5428 0.9004 0.0 0.0 0.0 0.00
H 4.9277 1.8154 3.5520 0.0 0.0 0.0 0.00
H 3.2498 2.2313 3.9199 0.0 0.0 0.0 0.00
H 3.8960 2.5362 2.3076 0.0 0.0 0.0 0.00
H 4.3847 -1.1735 4.4679 0.0 0.0 0.0 0.00
H 3.0704 -2.0806 3.7165 0.0 0.0 0.0 0.00
H 2.7031 -0.7844 4.8563 0.0 0.0 0.0 0.00
C -5.0279 -0.2707 0.6273 0.0 0.0 -0.1 0.00
N -4.5925 -1.2685 -0.3267 0.0 0.0 0.0 0.00
C -4.7294 -2.6049 0.2126 0.0 0.0 -0.1 0.00
C -3.2462 -1.0160 -0.8194 -0.1 0.1 -0.1 0.02
C -3.1274 0.2661 -1.6200 0.0 0.0 0.0 -0.02
C -4.0867 0.5585 -2.5865 0.1 0.0 0.0 0.00
C -3.9919 1.7137 -3.3477 -0.1 0.0 -0.1 -0.01
C -2.9212 2.5780 -3.1563 0.1 0.1 0.0 0.01
C -1.9626 2.2723 -2.2035 0.0 0.0 0.0 -0.01
C -2.0437 1.1259 -1.3982 -1.0 -0.2 -0.6 -0.01
H -6.0775 -0.4353 0.8761 0.0 0.0 0.0 0.00
H -4.9291 0.7216 0.1880 0.0 0.0 0.0 0.00
H -4.4470 -0.3033 1.5683 0.0 0.0 0.0 0.00
H -5.7756 -2.7904 0.4610 0.0 0.0 0.0 0.00
H -4.1236 -2.7667 1.1215 0.0 0.0 0.0 0.00
H -4.4198 -3.3337 -0.5375 0.0 0.0 0.0 0.00
H -2.9801 -1.8631 -1.4603 0.1 0.0 0.0 0.00
H -2.5058 -0.9959 0.0067 0.0 0.0 0.0 0.02
H -4.9215 -0.1186 -2.7265 0.0 0.0 0.0 0.00
H -4.7414 1.9384 -4.0966 0.0 0.0 0.0 0.00
H -2.8315 3.4768 -3.7557 0.0 0.0 0.0 0.00
H -1.1045 2.9479 -2.0860 0.0 0.1 -0.1 0.00
```
Positions in Å, forces in eV/Å.

Calculated values
**Energy relative to the best compared isomer or geometry (same formula, charge and spin)**: 0.494 eV
**Spin multiplicity**: 2
**LUMO (alpha / beta)**: 0.37 / 0.41 eV
**Total energy**: -3234.4638 Ha
**HOMO energy (alpha / beta)**: -6.41 / -5.83 eV
**Expectation value of S²**: 0.773

No. 6
The following is a DFT calculation (ωB97M-V/def2-TZVPD) of the molecule C7H15N in a non-equilibrium geometry.

Structure (XYZ):
```
23
Properties=species:S:1:pos:R:3:forces:R:3:nbo_charge:R:1
C -1.5622 -0.5481 -2.5245 -0.4 -0.8 0.1 -0.62
C -1.1308 0.7784 -1.9237 0.3 0.1 -0.2 -0.40
C -1.5334 1.0117 -0.4663 1.3 -0.3 -0.2 -0.37
C -0.8878 0.0399 0.5719 -2.0 0.3 -0.5 -0.44
C 0.5877 -0.0663 0.4582 0.3 0.5 0.0 -0.35
C 1.4247 -0.3369 1.4723 -1.1 -0.5 -0.5 0.22
C 2.9054 -0.1777 1.3376 0.2 0.0 0.1 -0.65
N 0.9060 -0.7616 2.6838 0.6 0.3 0.2 -0.83
H -0.9213 -1.0166 -3.2762 0.3 0.5 0.0 0.21
H -2.5334 -0.4771 -2.9965 -0.4 0.1 -0.1 0.20
H -1.6775 -1.3218 -1.7627 0.1 0.1 0.2 0.20
H -0.0464 0.8749 -1.9789 0.0 0.0 -0.1 0.19
H -1.5093 1.6160 -2.5186 0.0 -0.1 0.0 0.20
H -1.0877 1.9586 -0.2117 -0.2 0.8 0.1 0.20
H -2.6114 1.0782 -0.3537 -0.1 -0.1 0.1 0.20
H -1.2525 0.4886 1.5095 0.5 -0.3 0.2 0.20
H -1.4719 -0.8845 0.4716 0.5 -0.4 0.2 0.19
H 1.0025 0.2727 -0.4805 0.3 -0.1 0.1 0.19
H 3.4349 -0.3710 2.2666 0.0 -0.1 0.2 0.21
H 3.3481 -0.8141 0.5699 -0.2 -0.1 0.0 0.23
H 3.1100 0.8449 1.0526 0.2 0.3 0.0 0.23
H -0.0362 -1.1019 2.7117 0.0 -0.1 0.0 0.39
H 1.5423 -1.0861 3.3878 -0.1 -0.1 0.0 0.38
```
Positions in Å, forces in eV/Å.

Calculated values
**Energy relative to the best compared isomer or geometry (same formula, charge and spin)**: 0.679 eV
**Spin multiplicity**: 1
**LUMO**: 1.08 eV
**SMILES string**: CCCC/C=C(/C)N
**Total energy**: -330.4429 Ha
**HOMO energy**: -7.59 eV